[1]
The following is a quantum chemistry calculation of a cluster of 2 separate species, C3H9NO2 in total in a non-equilibrium geometry, from OMol25.

Last columns: bonded neighbours and bond lengths (Å).
Geometry (Å):
1 C 0.10 0.66 1.84  C2 1.523, H4 1.075, H5 1.058, H6 1.097
2 C -0.59 -0.46 1.06  C1 1.523, N13 1.354, O14 1.244
3 C -0.88 -1.43 -1.15  H8 1.148, H9 1.070, H10 1.130, N13 1.480
4 H 0.68 1.24 1.15  C1 1.075
5 H 0.68 0.30 2.65  C1 1.058
6 H -0.66 1.36 2.22  C1 1.097
7 H 0.48 0.12 -0.56  N13 0.979
8 H -1.72 -1.82 -0.47  C3 1.148
9 H -1.39 -0.88 -1.91  C3 1.070
10 H -0.23 -2.29 -1.49  C3 1.130
11 H 2.34 1.23 -1.32  O15 0.949
12 H 1.29 2.14 -2.14  O15 1.077
13 N -0.15 -0.54 -0.21  C2 1.354, C3 1.480, H7 0.979
14 O -1.44 -1.20 1.58  C2 1.244
15 O 1.46 1.57 -1.24  H11 0.949, H12 1.077

Calculated values
Total energy ... -324.93623 a.u.
Frontier orbital gap ... 9.5 eV
Relative energy (zero: lowest compared OMol25 entry of this formula, charge and spin) ... 95.5 kJ/mol

[2]
The following is a quantum chemistry calculation of a cluster of 2 separate species, C3H9NO2S in total in a non-equilibrium geometry, from OMol25.

Last columns: bonded neighbours and bond lengths (Å).
Geometry (Å):
1 C -0.96 0.40 -0.79  C2 1.530, N4 1.461, H7 1.105, H8 1.102
2 C -2.06 1.41 -1.12  C1 1.530, S3 1.835, H9 1.102, H10 1.087
3 S -3.55 0.68 -1.90  C2 1.835
4 N -0.24 0.64 0.45  C1 1.461, C5 1.522, H11 1.015
5 C 1.05 -0.17 0.47  N4 1.522, O6 1.380, H12 1.116, H13 1.098
6 O 1.57 -0.18 1.75  C5 1.380
7 H -0.18 0.40 -1.57  C1 1.105
8 H -1.41 -0.60 -0.83  C1 1.102
9 H -2.40 1.79 -0.15  C2 1.102
10 H -1.67 2.30 -1.61  C2 1.087
11 H -0.63 0.24 1.30  N4 1.015
12 H 0.74 -1.21 0.22  C5 1.116
13 H 1.50 0.21 -0.46  C5 1.098
14 H 2.32 -1.29 1.77  O16 1.129
15 H 3.04 -2.35 0.78  O16 0.956
16 O 2.87 -2.28 1.72  H14 1.129, H15 0.956

Calculated values
Total energy ... -723.06050 a.u.
Frontier orbital gap ... 5.9 eV
Net charge ... -2
Relative energy (zero: lowest compared OMol25 entry of this formula, charge and spin) ... 56.6 kJ/mol

[3]
The following is a quantum chemistry calculation of a cluster of 2 separate species, C3H9NO2S in total in a non-equilibrium geometry, from OMol25.

Last columns: bonded neighbours and bond lengths (Å).
Geometry (Å):
1 C -1.01 0.34 0.25  O2 1.400, C3 1.537, H7 1.121, H8 1.095
2 O -1.45 -0.98 0.29  C1 1.400
3 C 0.46 0.53 -0.18  C1 1.537, C4 1.537, N6 1.471, H9 1.100
4 C 1.07 1.90 0.13  C3 1.537, S5 1.832, H10 1.109, H11 1.092
5 S 1.41 2.24 1.90  C4 1.832
6 N 1.34 -0.55 0.29  C3 1.471, H12 1.012, H13 1.016
7 H -1.60 0.89 -0.53  C1 1.121
8 H -1.20 0.75 1.25  C1 1.095
9 H 0.52 0.42 -1.28  C3 1.100
10 H 0.30 2.60 -0.27  C4 1.109
11 H 1.94 2.11 -0.48  C4 1.092
12 H 1.47 -0.51 1.30  N6 1.012
13 H 0.87 -1.43 0.10  N6 1.016
14 H -1.52 -1.98 -0.71  O16 1.090
15 H -1.19 -3.50 -0.70  O16 0.963
16 O -1.40 -2.84 -1.37  H14 1.090, H15 0.963

Calculated values
Total energy ... -723.06381 a.u.
Frontier orbital gap ... 5.6 eV
Net charge ... -2
Relative energy (zero: lowest compared OMol25 entry of this formula, charge and spin) ... 47.9 kJ/mol

[4]
The following is a quantum chemistry calculation of a cluster of 2 separate species, C3H9NO2S in total in a non-equilibrium geometry, from OMol25.

Last columns: bonded neighbours and bond lengths (Å).
Geometry (Å):
1 C -0.52 1.77 1.05  C3 1.454, H8 1.088, H9 1.231, H10 1.098
2 C 0.78 -1.35 0.76  S7 1.903, H11 1.153, H12 1.070, H13 1.127
3 C -0.14 1.07 -0.16  C1 1.454, S7 1.718, H14 1.152
4 N -1.57 -1.20 -1.80  H15 1.010, H16 0.994
5 O 1.72 -0.14 -1.54  S7 1.438
6 O 2.33 0.75 0.70  S7 1.443
7 S 1.34 0.20 -0.19  C2 1.903, C3 1.718, O5 1.438, O6 1.443
8 H -1.31 1.22 1.57  C1 1.088
9 H -1.04 2.88 0.97  C1 1.231
10 H 0.43 1.91 1.59  C1 1.098
11 H 1.52 -1.50 1.63  C2 1.153
12 H -0.26 -1.20 0.97  C2 1.070
13 H 0.66 -2.19 0.02  C2 1.127
14 H -0.94 0.44 -0.72  C3 1.152
15 H -2.11 -0.89 -2.60  N4 1.010
16 H -0.89 -1.76 -2.25  N4 0.994

Calculated values
Total energy ... -722.92754 a.u.
Frontier orbital gap (spin up / spin down) ... 7.8 / 9.3 eV
Relative energy (zero: lowest compared OMol25 entry of this formula, charge and spin) ... 632.2 kJ/mol

[5]
The following is a quantum chemistry calculation of a cluster of 2 separate species, C3H9NO2S2 in total in a non-equilibrium geometry, from OMol25.

Last columns: bonded neighbours and bond lengths (Å).
Geometry (Å):
1 C -1.14 -2.16 -0.69  H9 1.012, H10 1.159, H11 0.985, H17 1.150
2 C 2.09 0.40 0.14  C3 1.543, H12 1.117, H13 1.064, H14 1.034
3 C 0.87 0.28 1.08  C2 1.543, S7 1.575, S8 1.834
4 N -0.70 1.28 -0.87  S8 1.647, H15 0.947, H16 1.038
5 O 0.26 2.88 0.88  S8 1.451
6 O -1.55 1.37 1.48  S8 1.422
7 S 0.56 -0.59 2.36  C3 1.575
8 S -0.36 1.58 0.71  C3 1.834, N4 1.647, O5 1.451, O6 1.422
9 H -0.25 -2.65 -0.67  C1 1.012
10 H -2.07 -2.82 -0.48  C1 1.159
11 H -1.36 -1.75 -1.56  C1 0.985
12 H 2.92 0.48 0.87  C2 1.117
13 H 2.09 -0.56 -0.33  C2 1.064
14 H 1.84 1.22 -0.43  C2 1.034
15 H -0.74 1.93 -1.57  N4 0.947
16 H -1.28 0.43 -1.00  N4 1.038
17 H -1.17 -1.31 0.08  C1 1.150

Calculated values
Total energy ... -1121.22581 a.u.
Frontier orbital gap ... 8.3 eV
Relative energy (zero: lowest compared OMol25 entry of this formula, charge and spin) ... 314.1 kJ/mol

[6]
The following is a quantum chemistry calculation of a cluster of 2 separate species, C3H9NO2S2 in total, from OMol25.

Last columns: bonded neighbours and bond lengths (Å).
Geometry (Å):
1 N 1.60 -2.66 -1.06  C2 1.371, H5 1.008, H6 1.005
2 C 0.54 -2.27 -0.28  N1 1.371, O3 1.354, O4 1.197
3 O -0.65 -2.16 -0.93  C2 1.354, H7 0.964
4 O 0.60 -2.12 0.91  C2 1.197
5 H 2.48 -2.60 -0.57  N1 1.008
6 H 1.63 -2.40 -2.03  N1 1.005
7 H -0.54 -2.32 -1.87  O3 0.964
8 C 0.79 2.36 0.68  C9 1.529, H12 1.086, H13 1.091, H14 1.087
9 C -0.35 1.39 0.36  C8 1.529, S10 1.809, H15 1.090, H16 1.087
10 S -1.69 1.68 1.55  C9 1.809, S11 2.050
11 S -3.09 0.30 0.98  S10 2.050, H17 1.347
12 H 1.19 2.19 1.68  C8 1.086
13 H 0.45 3.40 0.63  C8 1.091
14 H 1.60 2.24 -0.03  C8 1.087
15 H -0.03 0.36 0.47  C9 1.090
16 H -0.71 1.55 -0.65  C9 1.087
17 H -3.82 1.08 0.17  S11 1.347

Calculated values
Total energy ... -1121.34240 a.u.
Frontier orbital gap ... 9.1 eV
Relative energy (zero: lowest compared OMol25 entry of this formula, charge and spin) ... 8.0 kJ/mol